Here is a 4-piece molecular cluster, C16H32O8S4 overall at a distorted geometry from the OMol25 dataset. Energies are from ωB97M-V with the def2-TZVPD basis set.

HOMO level ... -10.0 eV
SMILES ... O=S1(=O)CCCC1.O=S1(=O)CCCC1.O=S1(=O)CCCC1.O=S1(=O)CCCC1
Gap between HOMO and LUMO ... 10.32 eV
Energy relative to the best compared isomer or geometry (same formula, charge and spin) ... 191.7 kcal/mol

```
! RIJCOSX wB97M-V def2-TZVPD def2/J DEFGRID3
* xyz 0 1
C 22.277 -4.350 49.304
C 23.136 -5.385 48.560
C 22.521 -6.660 49.100
S 22.540 -6.385 50.889
O 23.874 -6.553 51.387
O 21.511 -7.106 51.425
C 22.267 -4.515 50.710
H 21.500 -4.318 48.718
H 22.856 -3.225 49.234
H 24.058 -5.203 48.919
H 22.943 -5.286 47.459
H 22.970 -7.545 48.684
H 21.521 -6.814 48.888
H 23.216 -3.960 51.035
H 21.478 -4.205 51.335
C 21.046 -11.942 45.715
C 20.057 -11.463 46.707
C 20.522 -11.789 48.161
S 22.335 -11.712 48.101
O 22.848 -13.014 48.301
O 22.839 -10.585 48.759
C 22.345 -11.442 46.393
H 20.837 -11.689 44.610
H 21.026 -13.013 45.632
H 18.991 -11.895 46.724
H 19.913 -10.414 46.568
H 20.317 -12.895 48.208
H 20.140 -11.095 49.124
H 23.261 -11.916 46.127
H 22.590 -10.191 46.101
C 22.327 -10.608 52.849
C 21.845 -11.582 51.638
C 21.189 -12.838 52.223
S 21.277 -12.733 53.940
O 22.537 -13.245 54.320
O 20.058 -13.092 54.644
C 21.515 -10.928 54.030
H 22.407 -9.561 52.501
H 23.440 -10.670 53.052
H 22.744 -11.803 51.104
H 21.094 -11.053 50.885
H 21.509 -13.834 51.794
H 20.162 -12.897 51.989
H 22.035 -11.002 55.067
H 20.846 -10.309 53.990
C 15.912 -15.150 55.171
C 17.339 -15.501 54.726
C 17.341 -15.606 53.260
S 16.441 -14.263 52.693
O 15.777 -14.826 51.595
O 17.329 -13.144 52.551
C 15.462 -14.179 54.047
H 15.706 -14.959 56.207
H 15.479 -16.225 55.269
H 17.683 -16.518 55.040
H 18.164 -14.659 54.829
H 16.957 -16.485 52.768
H 18.464 -15.736 53.111
H 14.425 -14.455 53.907
H 15.630 -13.058 54.406
*
```

Atomic partial charges in e from the natural (NBO) method, atoms 1 to 2: -0.381 -0.394

Here is a 2-piece molecular cluster, C3HF overall at a distorted geometry from the OMol25 dataset. Energies are from ωB97M-V with the def2-TZVPD basis set.

HOMO level (alpha / beta) ... -9.9 / -10.5 eV
Gap between HOMO and LUMO (alpha / beta) ... 7.36 / 8.64 eV
Energy relative to the best compared isomer or geometry (same formula, charge and spin) ... 142.7 kcal/mol

```
! RIJCOSX wB97M-V def2-TZVPD def2/J DEFGRID3
* xyz 0 1
C -1.303 -1.791 -1.023
C -0.511 -0.903 -1.069
C 0.681 0.527 0.398
F -0.161 0.644 1.402
H 1.293 1.523 0.291
*
```

Atomic partial charges in e from the natural (NBO) method, atoms 1 to 2: 0.027 -0.331

Here is a 2-piece molecular cluster, C3H10NOS overall at a distorted geometry from the OMol25 dataset. Energies are from ωB97M-V with the def2-TZVPD basis set.

HOMO level ... -2.6 eV
Gap between HOMO and LUMO ... 6.50 eV
Energy relative to the best compared isomer or geometry (same formula, charge and spin) ... 23.6 kcal/mol

```
! RIJCOSX wB97M-V def2-TZVPD def2/J DEFGRID3
* xyz -1 1
C 1.144 0.923 0.423
C -0.002 -0.079 0.367
S -1.215 -0.041 -1.040
C 1.559 1.508 1.777
N 1.903 0.508 2.785
H 1.026 1.848 -0.163
H 2.004 0.440 -0.039
H -0.556 -0.129 1.315
H 0.308 -1.133 0.361
H 1.018 2.374 2.149
H 2.510 2.040 1.531
H 1.308 0.459 3.602
H 2.009 -0.404 2.391
H -2.239 -1.956 -2.057
H -0.997 -2.005 -2.919
O -1.947 -2.239 -2.951
*
```

Atomic partial charges in e from the natural (NBO) method, atoms 1 to 2: -0.431 -0.538

Here is an isolated ion of composition C11H23N2S and charge +1 at a distorted geometry from the OMol25 dataset. Energies are from ωB97M-V with the def2-TZVPD basis set.

HOMO level ... -11.5 eV
SMILES ... C/C=N/C(=C(CC)CC)[C@@](C)(S)[NH2+]C
Gap between HOMO and LUMO ... 8.64 eV
Energy relative to the best compared isomer or geometry (same formula, charge and spin) ... 17.7 kcal/mol

```
! RIJCOSX wB97M-V def2-TZVPD def2/J DEFGRID3
* xyz 1 1
C -0.481 -0.329 2.504
C 0.243 1.155 -0.244
C -0.479 0.044 0.171
C 0.010 -1.252 3.485
C 0.321 2.952 1.520
C 1.973 1.034 -2.006
C -2.203 -1.870 -0.241
C 0.308 -2.759 -1.400
C 1.115 1.833 0.845
C 0.613 1.581 -1.596
C -1.220 -0.781 -0.850
N -0.418 -0.670 1.298
N -0.249 -1.452 -1.863
S -2.508 0.236 -1.945
H -1.199 0.438 2.854
H -0.572 -1.513 4.390
H 0.913 -0.730 3.855
H 0.378 -2.222 3.056
H -0.739 2.783 1.806
H 0.203 3.840 0.807
H 1.139 3.398 2.143
H 2.751 1.416 -1.273
H 1.867 -0.141 -1.980
H 2.336 1.422 -3.017
H -1.632 -2.757 0.138
H -2.743 -1.400 0.556
H -2.780 -2.116 -1.059
H 0.702 -2.583 -0.377
H -0.377 -3.571 -1.423
H 1.299 -2.824 -1.990
H 2.050 2.317 0.467
H 1.326 1.104 1.552
H -0.001 1.463 -2.553
H 0.715 2.710 -1.627
H -0.750 -1.474 -2.848
H 0.429 -0.676 -1.935
H -2.336 1.392 -1.220
*
```

Atomic partial charges in e from the natural (NBO) method, atoms 1 to 2: 0.199 0.019

Here is one molecule with the formula C10H17N3O at a distorted geometry from the OMol25 dataset. Energies are from ωB97M-V with the def2-TZVPD basis set.

HOMO level ... -7.9 eV
SMILES ... CC(=O)N(C)/N=C/C=C\N=C\C(C)C
Gap between HOMO and LUMO ... 8.18 eV
Energy relative to the best compared isomer or geometry (same formula, charge and spin) ... 63.7 kcal/mol

```
! RIJCOSX wB97M-V def2-TZVPD def2/J DEFGRID3
* xyz 0 1
C 1.299 -2.800 -0.519
C 1.228 -2.457 0.873
C 0.726 -2.263 -1.645
C 0.850 0.394 2.986
C -0.029 0.046 -1.760
C 0.745 1.299 1.784
C -1.758 1.600 -0.764
C -1.051 1.916 -3.072
C 1.462 -1.746 3.772
C -1.184 0.878 -2.027
N -0.099 -1.200 -1.851
N 1.014 -1.284 1.374
N 1.117 -0.942 2.676
O 0.548 0.661 4.124
H 1.674 -3.795 -0.542
H 1.492 -3.274 1.527
H 0.670 -2.851 -2.563
H 1.020 0.650 -1.503
H 1.619 1.158 0.953
H 0.882 2.308 2.203
H -0.086 0.961 1.229
H -0.963 2.074 -0.248
H -2.000 0.891 -0.017
H -2.596 2.384 -0.982
H -2.003 2.407 -3.389
H -0.708 1.443 -4.005
H -0.301 2.707 -2.847
H 0.733 -2.627 3.849
H 2.466 -2.277 3.702
H 1.433 -1.192 4.655
H -1.819 0.168 -2.512
*
```

Atomic partial charges in e from the natural (NBO) method, atoms 1 to 2: -0.327 0.006

Here is C41H37BaN7O4 as an isolated structure at a distorted geometry from the OMol25 dataset. Energies are from ωB97M-V with the def2-TZVPD basis set.

HOMO level ... -1.1 eV
Gap between HOMO and LUMO ... 5.39 eV
Energy relative to the best compared isomer or geometry (same formula, charge and spin) ... 49.2 kcal/mol

```
! RIJCOSX wB97M-V def2-TZVPD def2/J DEFGRID3
* xyz -2 1
Ba 0.405 0.941 0.659
O 1.221 2.488 -0.599
C 1.686 2.915 -1.698
C 2.505 4.075 -1.747
C 3.066 4.533 -2.910
C 2.841 3.874 -4.116
C 2.038 2.753 -4.120
C 1.450 2.261 -2.956
C 0.645 1.075 -3.055
N -0.182 0.702 -2.156
N -0.951 -0.378 -2.339
C -1.490 -1.019 -1.068
O -1.342 -0.453 0.057
C -2.904 -1.468 -1.464
C -3.559 -0.839 -2.519
C -4.801 -1.274 -2.939
C -5.428 -2.327 -2.295
C -4.805 -2.927 -1.217
C -3.553 -2.503 -0.809
H 2.674 4.598 -0.816
H 3.688 5.421 -2.890
H 3.276 4.246 -5.035
H 1.841 2.226 -5.050
H 0.735 0.505 -3.996
H -3.079 -0.012 -3.020
H -5.287 -0.787 -3.775
H -6.400 -2.663 -2.630
H -5.295 -3.732 -0.686
H -3.082 -2.978 0.030
C -3.722 4.758 1.444
C -3.581 3.437 1.037
C -2.542 2.669 1.505
C -1.578 3.185 2.392
C -1.727 4.534 2.771
C -2.783 5.292 2.309
N -0.537 2.376 2.712
C 0.204 2.463 3.812
C -0.148 3.164 4.998
C 0.701 3.252 6.070
C 1.959 2.642 6.043
C 2.289 1.857 4.967
C 1.423 1.710 3.873
N 1.682 0.857 2.849
N 2.680 0.067 2.994
C 2.934 -0.775 1.939
C 4.029 -1.633 2.130
C 4.202 -2.672 1.197
C 3.507 -2.655 0.037
C 2.663 -1.441 -0.291
N 2.130 -0.810 0.887
H -4.537 5.366 1.075
H -4.288 3.009 0.337
H -2.423 1.648 1.174
H -0.981 5.008 3.393
H -2.874 6.324 2.627
H -1.121 3.628 5.056
H 0.391 3.794 6.957
H 2.656 2.780 6.862
H 3.233 1.335 4.911
H 4.606 -1.576 3.040
H 4.838 -3.518 1.442
H 3.530 -3.470 -0.673
H 1.837 -1.717 -0.952
O -0.562 -2.678 2.947
C -1.540 -2.976 1.973
C -1.195 -4.266 1.214
C -0.115 -4.064 0.144
C -0.553 -3.544 -1.202
C -0.788 -4.362 -2.263
C -1.271 -3.787 -3.491
C -1.137 -2.479 -3.745
C -0.370 -1.658 -2.748
N -0.512 -2.198 -1.409
H 0.136 -2.171 2.512
H -1.654 -2.129 1.295
H -2.481 -3.116 2.519
H -2.093 -4.693 0.761
H -0.821 -4.979 1.957
H 0.365 -5.028 -0.046
H 0.639 -3.378 0.536
H -0.708 -5.436 -2.177
H -1.783 -4.441 -4.188
H -1.576 -1.997 -4.608
H 0.693 -1.558 -3.057
C 3.721 -0.737 -2.526
C 3.606 -0.499 -1.033
O 4.258 0.354 -0.479
H 4.634 -0.290 -2.917
H 2.861 -0.237 -2.972
H 3.684 -1.800 -2.763
*
```

Atomic partial charges in e from the Mulliken method, atoms 1 to 2: 2.351 -0.626

Q: Among the records above, which one has the lowest energy relative to the best compared isomer or geometry (same formula, charge and spin)?
A: C11H23N2S